No. 1
{
  "formula": "C45H36CoN4O10S2",
  "method": "ωB97M-V with the def2-TZVPD basis set",
  "species": ["Co", "C", "C", "C", "C", "C", "C", "C", "S", "O", "C", "C", "C", "C", "C", "C", "C", "C", "C", "C", "C", "C", "C", "C", "C", "C", "C", "C", "C", "C", "S", "O", "C", "C", "C", "C", "C", "C", "C", "H", "H", "H", "H", "H", "H", "H", "H", "H", "H", "H", "H", "H", "H", "H", "H", "H", "H", "H", "H", "H", "H", "H", "H", "H", "H", "C", "C", "N", "O", "C", "C", "N", "O", "H", "H", "H", "H", "H", "H", "H", "O", "C", "O", "C", "C", "C", "C", "C", "C", "N", "O", "O", "N", "O", "O", "H", "H", "H"],
  "coordinates": [[0.108, 0.139, -0.096], [-5.672, -1.890, 5.999], [-4.532, -1.718, 5.029], [-3.356, -2.460, 5.168], [-2.301, -2.307, 4.286], [-2.433, -1.393, 3.251], [-3.591, -0.653, 3.072], [-4.637, -0.820, 3.971], [-1.074, -1.208, 2.127], [-0.582, -2.582, 1.842], [0.087, -0.379, 3.211], [-0.344, 0.887, 3.602], [0.396, 1.746, 4.396], [1.637, 1.207, 4.925], [2.388, 1.927, 5.868], [3.638, 1.495, 6.235], [4.192, 0.341, 5.656], [3.458, -0.399, 4.769], [2.148, -0.007, 4.415], [1.313, -0.840, 3.567], [1.823, -2.199, 3.188], [2.015, -3.125, 4.263], [1.487, -2.884, 5.564], [1.655, -3.791, 6.565], [2.370, -4.994, 6.334], [2.872, -5.256, 5.097], [2.693, -4.337, 4.029], [3.182, -4.613, 2.730], [2.915, -3.770, 1.701], [2.184, -2.572, 1.918], [1.864, -1.582, 0.428], [3.168, -1.002, 0.014], [1.494, -2.884, -0.741], [0.544, -3.882, -0.571], [0.304, -4.754, -1.622], [0.983, -4.643, -2.836], [0.667, -5.559, -3.991], [1.939, -3.641, -2.969], [2.199, -2.757, -1.931], [-5.425, -2.611, 6.777], [-6.571, -2.239, 5.487], [-5.918, -0.942, 6.481], [-3.269, -3.169, 5.983], [-1.395, -2.896, 4.386], [-3.681, 0.036, 2.239], [-5.550, -0.249, 3.843], [-1.317, 1.244, 3.265], [-0.261, 2.212, 5.133], [1.980, 2.837, 6.292], [4.211, 2.066, 6.956], [5.198, 0.033, 5.909], [3.893, -1.283, 4.326], [0.935, -1.974, 5.759], [1.238, -3.591, 7.543], [2.506, -5.704, 7.141], [3.409, -6.178, 4.902], [3.754, -5.519, 2.562], [3.267, -4.001, 0.703], [-0.005, -3.976, 0.356], [-0.434, -5.539, -1.494], [0.146, -6.457, -3.656], [1.575, -5.863, -4.516], [0.024, -5.055, -4.717], [2.496, -3.550, -3.897], [2.955, -1.986, -2.022], [1.318, 0.037, -4.096], [0.653, -0.070, -2.769], [1.056, 0.578, -1.738], [2.131, 1.400, -1.923], [-0.534, -0.914, -2.536], [-1.300, -1.658, -3.570], [-0.870, -0.908, -1.284], [-1.912, -1.472, -0.817], [2.379, 0.235, -3.961], [0.897, 0.868, -4.668], [1.171, -0.879, -4.668], [2.439, 1.608, -0.991], [-1.303, -1.126, -4.524], [-2.326, -1.789, -3.230], [-0.874, -2.654, -3.737], [2.684, 1.945, 0.587], [1.707, 2.155, 1.303], [0.545, 1.589, 1.139], [1.816, 3.071, 2.456], [0.687, 3.250, 3.361], [0.882, 4.364, 4.262], [2.074, 5.014, 4.462], [3.151, 4.640, 3.699], [3.007, 3.705, 2.666], [4.427, 5.299, 3.916], [4.512, 6.095, 4.836], [5.360, 4.986, 3.201], [-0.257, 4.767, 5.042], [-1.293, 4.114, 4.886], [-0.145, 5.629, 5.894], [-0.267, 3.307, 2.857], [2.153, 5.804, 5.195], [3.834, 3.506, 1.998]],
  "lumo_energy_ev": [-2.0, -2.0],
  "orbital_gap_ev": [5.786, 5.782],
  "de_lowest_kcal_mol": 48.4,
  "spin_multiplicity": 2,
  "charge": 0,
  "s_squared": 0.771,
  "e_tot_ev": -132972.6255
}

=====

No. 2
{
  "formula": "C21H29F6O18",
  "method": "ωB97M-V with the def2-TZVPD basis set",
  "species": ["F", "C", "C", "O", "C", "O", "O", "F", "H", "H", "H", "C", "C", "O", "C", "O", "O", "F", "H", "H", "H", "C", "C", "O", "C", "O", "O", "F", "H", "H", "H", "C", "C", "O", "C", "O", "O", "F", "H", "H", "H", "C", "C", "O", "C", "O", "O", "F", "H", "H", "H", "C", "O", "C", "C", "O", "C", "C", "O", "C", "H", "H", "H", "H", "H", "H", "H", "H", "H", "H", "H", "H", "H", "H"],
  "coordinates": [[-55.289, -47.924, 53.276], [-52.647, -49.681, 53.422], [-52.027, -51.008, 52.946], [-50.662, -50.827, 53.049], [-50.350, -49.697, 53.630], [-49.227, -49.242, 53.868], [-51.467, -49.104, 54.006], [-52.366, -51.134, 51.582], [-53.312, -50.050, 54.161], [-53.090, -49.004, 52.859], [-52.150, -51.999, 53.368], [-53.346, -45.015, 55.045], [-52.544, -46.247, 55.123], [-51.631, -45.875, 56.142], [-51.995, -44.804, 56.699], [-51.396, -44.277, 57.616], [-52.981, -44.205, 56.112], [-51.975, -46.465, 53.917], [-54.396, -45.219, 55.079], [-53.315, -44.484, 53.926], [-53.330, -46.960, 55.198], [-57.031, -49.188, 55.458], [-58.212, -48.108, 55.482], [-58.923, -48.487, 56.568], [-58.558, -49.528, 57.030], [-59.168, -50.220, 57.849], [-57.421, -49.918, 56.536], [-59.029, -48.498, 54.350], [-56.185, -48.594, 55.632], [-57.056, -49.822, 54.542], [-57.825, -47.043, 55.367], [-52.108, -46.752, 50.694], [-53.481, -46.235, 50.945], [-54.107, -46.580, 49.602], [-53.337, -47.398, 48.970], [-53.734, -48.139, 48.071], [-52.195, -47.559, 49.523], [-53.421, -44.838, 51.181], [-51.763, -47.422, 51.531], [-51.437, -45.935, 50.472], [-54.158, -46.404, 51.857], [-56.970, -48.586, 49.937], [-57.139, -49.882, 50.784], [-56.928, -50.949, 49.923], [-56.618, -50.536, 48.670], [-56.395, -51.230, 47.711], [-56.651, -49.228, 48.642], [-58.450, -50.063, 51.166], [-56.154, -47.957, 50.429], [-57.647, -47.811, 49.847], [-56.596, -50.023, 51.643], [-57.678, -45.369, 52.572], [-57.896, -44.589, 51.420], [-57.069, -44.612, 50.350], [-57.558, -43.597, 49.330], [-58.037, -42.511, 49.928], [-58.258, -41.370, 49.201], [-58.627, -40.261, 50.213], [-59.644, -40.786, 50.926], [-60.107, -39.817, 51.976], [-57.536, -46.505, 52.445], [-58.396, -45.279, 53.403], [-56.840, -45.102, 53.143], [-56.976, -45.451, 49.888], [-56.198, -44.239, 50.867], [-58.434, -44.194, 49.020], [-56.847, -43.542, 48.618], [-59.045, -41.504, 48.405], [-57.467, -40.976, 48.478], [-59.009, -39.524, 49.560], [-57.878, -39.715, 50.735], [-60.540, -39.099, 51.397], [-59.305, -39.243, 52.610], [-61.041, -40.216, 52.619]],
  "lumo_energy_ev": 2.1,
  "orbital_gap_ev": 9.423,
  "de_lowest_kcal_mol": 12.1,
  "spin_multiplicity": 1,
  "charge": -1,
  "e_tot_ev": -75400.7439
}

=====

No. 3
{
  "formula": "C2H8NO2P",
  "method": "ωB97M-V with the def2-TZVPD basis set",
  "species": ["C", "C", "N", "O", "O", "P", "H", "H", "H", "H", "H", "H", "H", "H"],
  "coordinates": [[0.690, -0.322, -2.759], [0.322, -1.308, 1.484], [-1.359, 0.788, 0.936], [1.150, 1.262, 0.917], [-1.461, 2.187, 0.871], [0.205, 0.230, 0.452], [0.322, -1.321, -2.843], [0.044, 0.491, -3.019], [1.742, -0.154, -2.693], [-0.319, -2.095, 1.106], [1.362, -1.625, 1.460], [0.038, -1.026, 2.497], [-2.165, 0.404, 0.455], [-0.571, 2.491, 1.139]],
  "lumo_energy_ev": [0.0, -1.1],
  "orbital_gap_ev": [8.207, 7.797],
  "de_lowest_kcal_mol": 128.2,
  "spin_multiplicity": 1,
  "charge": 0,
  "e_tot_ev": -17073.8295
}

=====

No. 4
{
  "formula": "C26H20CuF6N5O12S2",
  "method": "ωB97M-V with the def2-TZVPD basis set",
  "species": ["Cu", "C", "F", "F", "F", "S", "O", "O", "N", "S", "O", "O", "C", "F", "F", "F", "C", "C", "C", "C", "C", "C", "N", "O", "O", "H", "H", "H", "H", "H", "C", "C", "C", "C", "C", "C", "N", "O", "O", "H", "H", "H", "H", "H", "C", "C", "C", "C", "C", "C", "N", "O", "O", "H", "H", "H", "H", "H", "C", "C", "C", "C", "C", "C", "N", "O", "O", "H", "H", "H", "H", "H"],
  "coordinates": [[1.453, -1.823, -1.753], [-1.762, -0.882, 0.431], [-0.766, -0.802, 1.304], [-2.341, -2.056, 0.502], [-2.620, 0.093, 0.633], [-1.025, -0.555, -1.293], [-1.999, 0.182, -1.980], [0.252, 0.080, -1.080], [-0.550, -2.108, -1.894], [-1.757, -2.876, -2.707], [-3.038, -2.553, -2.206], [-1.494, -2.750, -4.095], [-1.410, -4.647, -2.216], [-1.673, -5.387, -3.281], [-0.119, -4.763, -1.904], [-2.154, -4.992, -1.187], [4.207, -4.955, 3.618], [4.516, -4.516, 2.335], [3.491, -4.071, 1.516], [2.187, -4.074, 1.967], [1.861, -4.496, 3.257], [2.886, -4.952, 4.053], [1.122, -3.616, 1.087], [1.414, -3.113, -0.009], [-0.019, -3.728, 1.448], [4.986, -5.283, 4.292], [5.511, -4.548, 1.918], [3.754, -3.660, 0.550], [0.842, -4.392, 3.602], [2.677, -5.159, 5.096], [-1.231, 3.425, -0.739], [-0.892, 4.311, 0.275], [0.273, 5.054, 0.192], [1.086, 4.925, -0.921], [0.786, 4.006, -1.904], [-0.371, 3.254, -1.829], [2.297, 5.745, -1.038], [2.570, 6.504, -0.125], [2.939, 5.622, -2.051], [-2.154, 2.864, -0.647], [-1.562, 4.428, 1.115], [0.550, 5.713, 1.005], [1.446, 3.835, -2.746], [-0.582, 2.498, -2.573], [3.438, 3.528, -5.739], [2.284, 3.170, -6.416], [1.480, 2.169, -5.913], [1.901, 1.544, -4.758], [3.052, 1.869, -4.076], [3.821, 2.899, -4.568], [1.080, 0.461, -4.236], [-0.044, 0.350, -4.636], [1.536, -0.233, -3.318], [3.966, 4.408, -6.091], [2.009, 3.669, -7.333], [0.531, 1.930, -6.370], [3.311, 1.371, -3.156], [4.689, 3.231, -4.019], [-3.082, 1.263, 3.743], [-4.056, 0.360, 3.343], [-4.762, -0.363, 4.289], [-4.456, -0.191, 5.615], [-3.429, 0.625, 6.043], [-2.749, 1.358, 5.086], [-5.307, -0.856, 6.624], [-5.803, -1.921, 6.323], [-5.439, -0.305, 7.684], [-2.524, 1.917, 3.083], [-4.338, 0.241, 2.307], [-5.599, -0.983, 4.002], [-3.217, 0.771, 7.091], [-1.881, 1.934, 5.382]],
  "lumo_energy_ev": [-4.8, -7.8],
  "orbital_gap_ev": [7.054, 3.981],
  "de_lowest_kcal_mol": 0.0,
  "spin_multiplicity": 2,
  "charge": 1,
  "s_squared": 0.756,
  "e_tot_ev": -141900.4982
}

=====

No. 5
{
  "formula": "C8H12O2",
  "method": "ωB97M-V with the def2-TZVPD basis set",
  "species": ["C", "C", "C", "C", "C", "C", "O", "H", "H", "H", "H", "H", "H", "H", "H", "H", "H", "C", "C", "O", "H", "H"],
  "coordinates": [[2.158, 0.204, -0.774], [0.795, 0.346, -0.103], [0.965, 0.650, 1.379], [-0.191, 1.212, -0.916], [-0.875, -0.024, -1.533], [-0.158, -0.955, -0.562], [0.155, -2.114, -0.667], [2.054, -0.028, -1.827], [2.724, -0.595, -0.319], [2.724, 1.136, -0.647], [1.632, 1.506, 1.522], [0.021, 0.921, 1.854], [1.401, -0.216, 1.884], [-0.850, 1.808, -0.291], [0.283, 1.873, -1.641], [-1.963, -0.054, -1.457], [-0.607, -0.227, -2.569], [-1.834, -1.580, 1.234], [-2.238, -0.344, 1.413], [-2.594, 0.767, 1.443], [-1.226, -2.036, 2.000], [-2.376, -2.251, 0.579]],
  "lumo_energy_ev": 0.8,
  "orbital_gap_ev": 9.552,
  "de_lowest_kcal_mol": 50.6,
  "spin_multiplicity": 1,
  "charge": 0,
  "e_tot_ev": -12583.2422
}

=====

No. 6
{
  "formula": "CH6N2",
  "method": "ωB97M-V with the def2-TZVPD basis set",
  "species": ["C", "N", "H", "H", "H", "N", "H", "H", "H"],
  "coordinates": [[0.954, 2.538, -0.176], [0.213, 3.047, 0.707], [1.591, 1.689, 0.072], [1.079, 2.922, -1.193], [-0.315, 3.833, 0.322], [-0.682, -3.378, -0.010], [-1.522, -2.916, -0.327], [-0.686, -3.422, 0.998], [-0.632, -4.313, -0.393]],
  "lumo_energy_ev": 1.1,
  "orbital_gap_ev": 11.117,
  "de_lowest_kcal_mol": 16.2,
  "spin_multiplicity": 1,
  "charge": 0,
  "e_tot_ev": -4113.6332
}